(1)
3 unconnected molecules or ions with the total composition C3H14N2O2 at a distorted geometry. Source: the OMol25 dataset; level of theory: ωB97M-V/def2-TZVPD.

The frontier orbital gap is 10.0 eV. The calculation puts the highest occupied orbital energy at -9.27 eV. As for the relative energy (zero: lowest compared OMol25 entry of this formula, charge and spin): 17.54 kcal/mol. Its net charge is 0. As for the SMILES: CCNCN.O.O.

```
21
Properties=species:S:1:pos:R:3:mulliken_charge:R:1
C -1.6878 1.0555 0.0109 -1.3563
C -0.9934 -0.1000 -0.7454 -0.3045
N -0.1502 -0.8922 0.1803 -0.2399
C 1.0378 -1.4523 -0.4558 -0.5774
N 1.9620 -2.0522 0.4636 -0.6668
H -2.2686 0.6379 0.8380 0.3797
H -2.3788 1.5102 -0.6980 0.3872
H -0.9123 1.7328 0.3372 0.2775
H -1.7566 -0.7309 -1.1816 0.3182
H -0.3281 0.3267 -1.4907 0.3051
H -0.7192 -1.6319 0.5706 0.2439
H 1.5266 -0.6320 -0.9724 0.3573
H 0.7602 -2.1814 -1.2333 0.3536
H 1.9567 -1.4989 1.3182 0.2552
H 1.5657 -2.9347 0.7927 0.2750
O 0.3903 3.2048 -2.5836 -0.6264
H -0.2018 3.1698 -1.8250 0.3118
H 0.8485 4.0493 -2.4896 0.3162
O -0.4720 -0.4551 3.0300 -0.6663
H 0.2775 -0.2197 3.6070 0.3071
H -0.2146 -0.1715 2.1340 0.3500
```

(2)
C4H8N2O in the gas phase. Source: the OMol25 dataset; level of theory: ωB97M-V/def2-TZVPD.

The frontier orbital gap is 10.6 eV. The calculation puts the highest occupied orbital energy at -9.62 eV. As for the relative energy (zero: lowest compared OMol25 entry of this formula, charge and spin): 27.72 kcal/mol. Its net charge is 0. As for the SMILES: C[C@@]1(C(N)=O)CN1.

```
15
Properties=species:S:1:pos:R:3:mulliken_charge:R:1
C -1.1687 -1.2142 0.4556 -1.3694
C -0.2174 -0.1142 0.0473 1.2276
C 1.2523 -0.4905 0.1208 0.1594
N 2.1240 0.5282 -0.1372 -0.4146
O 1.6141 -1.6272 0.3660 -0.6369
C -0.6859 0.8751 -0.9608 -0.6670
N -0.4701 1.2865 0.4186 -0.6981
H -2.1933 -0.8300 0.4991 0.4060
H -1.1479 -2.0268 -0.2768 0.2695
H -0.9083 -1.6361 1.4294 0.3291
H 1.7875 1.4690 0.0122 0.2711
H 3.0854 0.3438 0.1070 0.2641
H 0.0032 1.2933 -1.6909 0.2713
H -1.7170 0.7713 -1.2975 0.2982
H -1.3578 1.3718 0.9070 0.2897
```

(3)
A molecular structure, C28H26ClN4O4SV. Source: the OMol25 dataset; level of theory: ωB97M-V/def2-TZVPD.

The frontier orbital gap (spin up / spin down) is 5.1 / 6.6 eV. Its spin multiplicity is 4. The calculation puts the highest occupied orbital energy (spin up / spin down) at -2.59 / -4.30 eV. As for the relative energy (zero: lowest compared OMol25 entry of this formula, charge and spin): 0.00 kcal/mol. Its net charge is -1.

```
65
Properties=species:S:1:pos:R:3:mulliken_charge:R:1
V 0.9109 0.6536 0.2457 0.5719
Cl -0.7362 -5.1283 4.4538 -0.2781
C -0.0587 -3.8664 3.4397 0.3276
C 1.1608 -4.0795 2.8051 -0.7239
C 1.6740 -3.0748 2.0024 -0.2753
C 1.0058 -1.8626 1.8044 -0.3887
O 1.5450 -0.9610 1.0104 -0.0418
C -0.2321 -1.6469 2.4738 1.0239
C -0.9961 -0.4418 2.3729 -0.3887
N -0.6865 0.6404 1.6359 0.2276
C -1.5566 1.6728 1.5501 0.3969
C -2.8404 1.7648 2.1148 -1.2736
C -3.6222 2.9088 1.9159 -0.8544
C -3.1990 3.9798 1.1615 -1.0762
C -1.9263 3.9201 0.5328 0.9644
C -1.3994 4.9211 -0.3032 -0.7904
C -0.1782 4.7482 -0.9099 -0.9154
C 0.5317 3.5666 -0.6949 -0.3014
N 0.0655 2.6164 0.0913 0.8874
C -1.1277 2.7700 0.7181 0.8293
C -0.7374 -2.6821 3.2851 -1.3921
H 1.6907 -5.0126 2.9395 0.4104
H 2.6198 -3.2013 1.4902 0.4502
H -1.9033 -0.4219 2.9673 0.0012
H -3.2446 0.9537 2.7013 0.2547
H -4.6052 2.9448 2.3722 0.3663
H -3.8233 4.8543 1.0283 0.3807
H -1.9749 5.8260 -0.4652 0.4227
H 0.2338 5.5103 -1.5576 0.3999
H 1.4906 3.3672 -1.1559 0.3620
H -1.6817 -2.5342 3.7965 0.3968
O 2.4975 -1.0336 -2.4776 -0.7863
C 2.6475 -0.0679 -1.7394 0.3718
O 1.7438 0.8627 -1.5384 -0.5217
C 3.9862 0.1306 -1.0672 0.3426
C 5.0766 -0.5033 -1.6597 -0.5743
C 6.3586 -0.3547 -1.1691 -0.5760
C 6.5589 0.4381 -0.0418 -0.5047
C 5.4881 1.0538 0.5740 -0.8258
C 4.1758 0.9218 0.0872 0.6999
S 2.9112 1.7592 0.9927 -0.5374
H 4.8811 -1.1205 -2.5270 0.4311
H 7.1926 -0.8506 -1.6508 0.3666
H 7.5556 0.5668 0.3655 0.3553
H 5.6363 1.6506 1.4657 0.3972
C -3.0887 1.0656 -1.6366 -0.6876
N -2.7735 -0.3201 -1.9411 0.1645
C -3.4095 -0.8739 -3.1202 -1.2750
C -1.5861 -0.8119 -1.4657 0.1116
O -0.7691 -0.0383 -0.9651 0.2946
N -1.3855 -2.1572 -1.5705 0.1313
C -2.4569 -3.0880 -1.2548 -1.1397
C -0.0497 -2.6768 -1.2955 -1.0438
H -4.1596 1.2141 -1.7830 0.4302
H -2.5406 1.7636 -2.2777 0.3108
H -2.8508 1.2846 -0.5974 0.0307
H -3.4115 -0.1251 -3.9183 0.4026
H -4.4462 -1.1632 -2.9217 0.3182
H -2.8601 -1.7440 -3.4686 0.3961
H -3.4303 -2.6129 -1.3338 0.4349
H -2.3333 -3.4574 -0.2308 0.3168
H -2.4205 -3.9434 -1.9337 0.2927
H 0.7089 -1.9760 -1.6352 0.2311
H 0.0691 -3.6089 -1.8532 0.4082
H 0.0854 -2.8895 -0.2330 0.2595
```

One value per record, in order, for total energy: -10413.030, -9305.191, -92660.091 eV.